[1]
Computed, not measured: a 2-piece molecular cluster, C6H12N2 overall in a non-equilibrium geometry, with ωB97M-V with the def2-TZVPD basis set.

```
20
Properties=species:S:1:pos:R:3:forces:R:3
C 2.348751 -0.975149 0.479254 -0.1 -0.5 -0.9
C 0.988041 -0.852036 1.063027 0.2 -0.1 0.0
C 0.333594 0.268737 1.465342 0.2 0.2 0.3
N -0.885770 -0.146300 1.933751 -0.5 -0.1 0.6
C -0.913584 -1.494912 1.819763 0.4 -0.9 -0.9
N 0.182667 -1.949542 1.264217 0.1 0.1 0.1
H 2.678769 -0.042808 0.036730 0.2 0.3 0.2
H 2.324690 -1.695143 -0.347733 -0.1 0.1 0.1
H 3.102099 -1.367677 1.153081 0.0 0.2 0.4
H 0.602592 1.306481 1.485335 0.1 0.1 0.0
H -1.483523 0.385728 2.542600 -0.1 0.1 -0.3
H -1.743879 -2.173090 1.935439 -0.3 0.5 0.6
C -1.374142 0.515321 -1.632994 0.4 -0.4 -0.6
C -0.457103 1.677931 -2.047279 -1.0 -0.2 0.4
H -2.405048 0.811300 -1.787331 -0.3 0.0 0.2
H -1.211508 -0.351325 -2.282170 0.0 0.1 -0.1
H -1.222935 0.131838 -0.624774 0.0 0.4 0.1
H 0.595365 1.399011 -2.035774 0.0 0.2 -0.1
H -0.666151 2.527020 -1.396606 0.4 0.1 0.2
H -0.792924 2.024614 -3.023879 0.4 -0.1 -0.3
```
Positions in Å, forces in eV/Å.

Results
HOMO level: -8.694 eV
DFT total energy: -345.32207 Eh
energy above the lowest of the compared OMol25 structures with the same formula, charge and spin: 0.1575 eV
lowest unoccupied orbital energy: 0.0337 hartree
molecular weight: 112.2 Da
SMILES: Cc1c[nH]cn1.CC
strongest force on any atom: 1.31 eV/Å

Mulliken atomic charge list, values in e, 5 entries: C -1.113; C 0.920; C -0.798; N -0.049; C -0.258


[2]
Computed, not measured: a 15-piece molecular cluster, C74H145N15 overall in a non-equilibrium geometry, with ωB97M-V with the def2-TZVPD basis set.

```
234
Properties=species:S:1:pos:R:3:forces:R:3
N 4.974769 -1.068455 2.226781 0.6 1.0 0.3
C 4.506266 0.106484 1.656130 0.1 -1.0 -0.1
C 5.448013 1.065749 1.887050 -0.6 1.0 -0.6
C 6.498797 0.523382 2.647912 0.8 0.3 0.1
C 6.180034 -0.775531 2.845541 -0.8 -1.9 0.0
H 4.585343 -2.008574 2.263928 -0.4 0.1 0.0
H 3.596889 0.203971 1.065217 0.2 -0.4 0.3
H 5.334284 2.051702 1.462263 0.3 0.2 0.2
H 7.430460 0.979039 2.967593 -0.4 0.1 0.0
H 6.668306 -1.597592 3.366637 0.1 0.5 -0.1
N -2.383327 0.833133 -5.099653 -0.3 -0.2 -0.7
C -2.616001 -0.118928 -4.163643 -0.6 -0.8 1.2
C -1.979267 0.231102 -2.990123 -0.1 0.3 -0.5
C -1.298402 1.451597 -3.262909 -0.3 -0.1 0.2
C -1.600336 1.790908 -4.555090 1.0 0.8 0.1
H -2.669935 0.786444 -6.072847 0.1 0.1 0.6
H -3.319102 -0.929389 -4.295711 0.2 0.0 -0.3
H -2.051927 -0.245613 -2.025225 0.1 -0.2 -0.2
H -0.696733 2.032230 -2.576021 -0.1 0.0 -0.1
H -1.242698 2.646544 -5.098521 -0.1 0.0 -0.3
N 7.057031 -1.131136 -2.628438 -0.8 0.3 1.3
C 6.364908 -1.692988 -1.578046 -0.2 0.6 0.8
C 6.087894 -3.006995 -1.833591 0.6 0.4 -0.5
C 6.657770 -3.254218 -3.102020 -0.2 0.2 -0.7
C 7.172694 -2.068089 -3.582260 0.6 -1.3 -0.8
H 7.481029 -0.211210 -2.570257 -0.3 -0.4 -0.4
H 6.071142 -1.092949 -0.740176 0.1 0.2 0.3
H 5.573992 -3.728634 -1.229445 -0.1 0.1 0.3
H 6.615310 -4.184816 -3.632254 0.0 -0.1 -0.3
H 7.586344 -1.867151 -4.549778 0.3 0.1 -0.1
N -5.665993 4.967478 0.106302 -1.1 0.5 -0.1
C -5.789279 3.850849 -0.633181 -0.9 -0.4 -0.8
C -4.649418 3.121913 -0.573652 0.7 -0.1 0.8
C -3.800094 3.879899 0.313668 1.1 -1.3 -0.3
C -4.467546 4.992473 0.710902 0.9 0.7 0.5
H -6.405714 5.639001 0.144475 0.1 0.3 0.3
H -6.716481 3.700476 -1.134681 -0.3 -0.3 -0.4
H -4.477122 2.133320 -1.003279 0.1 0.6 0.1
H -2.781556 3.604353 0.595442 -0.4 0.2 0.0
H -4.153616 5.822027 1.331852 -0.1 -0.2 -0.1
N 1.775252 -0.086831 -4.138853 0.0 0.1 -0.2
C 2.183349 0.001301 -5.436466 -1.0 0.3 -0.1
C 3.367289 -0.643568 -5.545349 1.2 -0.1 -1.0
C 3.749220 -1.180320 -4.256814 -1.2 1.5 -2.2
C 2.714516 -0.760005 -3.474811 1.1 -1.6 2.4
H 0.899108 0.171728 -3.721470 -0.2 0.2 -0.2
H 1.542797 0.492009 -6.138995 0.1 0.1 -0.4
H 3.917924 -0.618793 -6.491578 -0.1 -0.4 0.5
H 4.649910 -1.724070 -4.101472 0.3 -0.3 0.7
H 2.606927 -0.960805 -2.430539 -0.2 0.0 0.4
N 2.455985 3.627967 4.281809 0.7 0.7 0.6
C 1.266631 4.239231 4.561001 -0.8 0.0 0.6
C 0.313442 3.768611 3.685805 0.0 -0.3 -0.7
C 1.014475 2.878554 2.774524 -0.8 0.3 0.4
C 2.300648 2.825564 3.202671 1.4 -1.0 -1.3
H 3.328793 3.843435 4.761945 -0.5 -0.3 -0.4
H 1.157522 4.887531 5.429912 0.1 -0.2 -0.4
H -0.765620 3.975829 3.692022 0.8 0.1 0.0
H 0.681606 2.332032 1.895986 -0.3 0.2 0.3
H 3.124579 2.269898 2.705577 -0.6 0.6 0.8
N 0.468526 1.105104 5.652317 -0.1 -0.9 -0.7
C -0.121121 1.232709 6.866973 0.7 2.0 0.0
C -0.297116 0.024446 7.399775 -0.5 -2.3 0.3
C 0.108318 -0.967257 6.413900 -0.9 1.0 1.8
C 0.551574 -0.240845 5.375885 0.7 0.6 -1.7
H 0.740241 1.832226 4.997842 -0.3 -0.1 0.3
H -0.261326 2.215239 7.279534 -0.1 0.1 0.1
H -0.712508 -0.205527 8.364114 -0.1 0.1 0.1
H -0.055742 -2.012865 6.553459 0.3 -0.4 -0.3
H 0.892410 -0.527202 4.395856 0.1 -0.2 -0.1
N -0.772515 -0.697399 1.170854 -0.2 0.5 -0.1
C -0.661380 0.217403 0.181902 -1.5 2.0 -0.3
C 0.546667 0.130732 -0.444630 0.5 -1.7 -0.2
C 1.148150 -1.056740 0.109708 0.7 1.3 0.4
C 0.357211 -1.410931 1.162884 0.6 -1.8 0.1
H -1.583274 -0.801084 1.795892 0.0 -0.1 -0.1
H -1.504723 0.894517 0.022509 0.5 -0.1 0.0
H 1.001906 0.711478 -1.227473 -0.4 0.2 -0.2
H 2.129604 -1.472174 -0.098768 -0.2 0.1 0.0
H 0.507461 -2.206624 1.851556 0.0 -0.5 0.4
C 0.254461 -6.522557 -0.983589 -0.6 -0.6 0.3
C -1.000213 -6.038315 -1.729785 0.4 0.0 -0.7
N -1.600044 -4.774449 -1.345500 0.6 0.2 -1.4
C -0.804890 -3.591566 -1.753991 -0.5 -0.4 1.7
C -0.929375 -3.239754 -3.174979 -0.3 0.3 -1.7
C -1.997445 -4.701534 0.013838 0.4 1.0 0.7
C -2.761944 -5.892580 0.488217 0.3 -0.5 1.0
H 0.098388 -6.761145 0.079540 -0.1 0.3 -0.2
H 1.096170 -5.851769 -1.060994 0.2 0.3 -0.1
H 0.512496 -7.478859 -1.437911 0.3 0.0 -0.1
H -0.750165 -5.984682 -2.804418 0.1 0.2 0.3
H -1.757569 -6.821154 -1.727952 -0.1 -0.1 0.4
H -1.190497 -2.750970 -1.154095 0.1 -0.2 -0.1
H 0.236840 -3.695229 -1.461830 0.4 -0.1 0.2
H -0.392792 -2.310124 -3.395504 -0.2 0.0 0.1
H -0.502278 -3.966071 -3.878555 -0.2 -0.1 0.3
H -2.001594 -3.122075 -3.406759 0.4 0.1 -0.2
H -2.619581 -3.793212 0.077192 0.1 -0.2 0.3
H -1.122905 -4.531789 0.699528 -0.3 -0.1 -0.2
H -3.190076 -5.621499 1.460777 -0.2 -0.3 -0.2
H -2.102104 -6.759597 0.663628 -0.3 0.3 -0.1
H -3.524605 -6.190789 -0.210700 -0.5 0.0 -0.2
C -0.883835 5.244406 -3.327619 -0.3 1.0 0.3
C -2.126018 5.714955 -2.532671 0.3 -0.3 0.2
N -3.052720 6.429743 -3.393739 0.5 -0.3 -1.2
C -3.953739 7.350463 -2.695000 -0.2 -1.1 0.2
C -3.315840 8.613623 -2.139498 -0.7 0.2 -0.1
C -3.836846 5.421510 -4.151202 0.5 0.8 -1.0
C -4.165125 5.872774 -5.631382 0.2 -1.0 1.5
H -0.199302 4.679835 -2.711368 0.1 -0.1 0.3
H -0.333571 6.120146 -3.742688 -0.5 -0.6 0.2
H -1.176574 4.594713 -4.139415 -0.1 -0.1 -0.3
H -2.627685 4.868679 -2.008425 0.2 0.1 -0.4
H -1.830976 6.359491 -1.712734 0.3 0.3 0.1
H -4.796240 7.600815 -3.355266 0.4 0.0 -0.1
H -4.393258 6.722858 -1.896913 -0.3 0.5 0.3
H -4.117261 9.274151 -1.740456 0.5 -0.4 -0.1
H -2.632949 8.371387 -1.327288 0.1 0.2 -0.1
H -2.809698 9.166804 -2.937537 0.1 -0.1 0.2
H -4.684042 5.249704 -3.481034 -0.7 -0.5 -0.6
H -3.316768 4.464116 -4.304502 0.1 0.3 0.7
H -3.311009 5.682346 -6.322059 -0.6 0.2 0.7
H -4.392713 6.922726 -5.604754 -0.3 0.5 -0.4
H -5.026855 5.264623 -5.928311 0.1 0.3 -0.4
C 2.862047 -3.033632 4.718677 -0.3 0.3 -0.1
C 2.826371 -4.033878 3.570354 -0.4 -1.1 0.4
N 3.954434 -3.976480 2.667463 1.6 0.4 0.7
C 5.182498 -4.670577 3.257093 -2.8 -0.3 0.4
C 6.311450 -4.576578 2.332505 1.1 0.2 -1.9
C 3.571002 -4.480608 1.367806 -0.8 0.2 -0.4
C 3.227465 -5.961946 1.335643 0.4 -0.1 -0.7
H 2.619605 -2.066129 4.283060 0.2 0.2 0.2
H 3.800999 -2.936293 5.275242 0.0 -0.2 -0.3
H 2.080953 -3.228958 5.460629 0.1 -0.2 -0.2
H 2.724907 -5.091337 3.904597 0.0 0.4 0.4
H 1.913035 -3.881768 2.969159 0.3 0.2 0.3
H 5.344251 -4.269291 4.245042 0.2 0.5 0.2
H 4.865734 -5.715976 3.463802 0.4 0.2 -0.2
H 6.056470 -5.134816 1.429975 -0.1 0.3 -0.3
H 6.571536 -3.539679 2.031825 -0.3 -0.6 0.2
H 7.229343 -5.077895 2.586134 0.3 -0.1 0.9
H 4.321578 -4.242010 0.637147 0.6 0.0 -0.3
H 2.716311 -3.854590 1.073546 0.0 -0.3 -0.1
H 2.938970 -6.318669 0.329363 0.3 0.3 0.4
H 2.411139 -6.184548 1.995604 -0.5 -0.2 0.4
H 4.102479 -6.523460 1.676310 -0.2 -0.2 -0.2
C 2.866925 -4.464291 -3.236185 -0.3 -1.5 0.3
C 3.562896 -5.826590 -2.902314 0.6 1.3 -0.2
N 3.373784 -6.790601 -3.961360 2.4 -0.2 -0.8
C 4.390935 -7.868919 -3.933511 -1.0 -0.2 -0.4
C 5.798473 -7.422626 -4.247720 0.5 -0.3 1.7
C 2.049506 -7.299018 -4.024565 -0.7 -0.2 0.3
C 1.668613 -7.912537 -5.366342 -0.2 0.4 0.2
H 3.398510 -3.841033 -3.978133 -0.2 -0.6 0.5
H 2.739250 -3.951716 -2.302058 0.1 0.8 0.4
H 1.850702 -4.679143 -3.578133 0.1 0.3 -0.2
H 4.621272 -5.499329 -2.745844 -0.5 -0.9 -0.4
H 3.274402 -6.330453 -1.960026 -0.3 0.7 0.2
H 4.162118 -8.580831 -4.740714 -0.4 0.2 0.3
H 4.325617 -8.469446 -2.984898 0.2 0.5 -0.4
H 6.403960 -8.334940 -4.324469 0.1 0.3 0.0
H 6.212726 -6.813259 -3.421056 0.0 -0.2 -0.5
H 5.862671 -6.876554 -5.161340 -0.1 0.4 -0.7
H 1.897376 -8.030146 -3.214713 -0.2 -0.2 0.1
H 1.365736 -6.471339 -3.803316 0.0 -0.3 -0.1
H 0.598246 -8.098297 -5.341338 -0.2 -0.2 -0.1
H 1.855911 -7.183256 -6.155852 0.1 -0.1 -0.1
H 2.175895 -8.850193 -5.581208 0.1 0.0 0.0
C -2.208092 -3.094338 3.750916 0.4 -1.4 -0.2
C -3.464000 -2.410526 3.261476 -0.7 0.8 0.4
N -3.254082 -1.002326 2.843013 0.1 0.2 -0.7
C -3.006765 -0.155186 4.026252 -0.4 0.7 -0.3
C -2.537356 1.273954 3.656295 -0.6 -0.5 0.6
C -4.451889 -0.537160 2.078298 0.2 -1.0 0.4
C -4.538181 -1.016723 0.626760 0.6 0.6 0.0
H -1.611331 -3.405006 2.860808 -0.1 0.3 0.7
H -2.453069 -4.041697 4.304463 0.1 0.8 -0.6
H -1.586573 -2.513587 4.444063 -0.2 0.1 -0.3
H -3.943086 -2.982505 2.452475 0.4 0.2 0.1
H -4.226710 -2.347993 4.052420 0.0 -0.3 0.2
H -3.920538 -0.069684 4.654659 0.1 -0.1 -0.3
H -2.265456 -0.629376 4.682613 0.0 0.2 -0.3
H -1.514243 1.290820 3.348914 0.8 -0.1 -0.2
H -3.125916 1.812879 2.915992 -0.2 -0.4 -0.2
H -2.630921 1.873986 4.551404 0.2 0.2 0.4
H -4.566287 0.540781 2.054456 0.6 0.1 0.2
H -5.310574 -0.883206 2.646566 -0.6 -0.2 0.1
H -3.695297 -0.538769 0.095658 -0.4 -0.2 -0.1
H -5.484310 -0.623654 0.222805 0.3 -0.3 -0.1
H -4.456604 -2.095763 0.437472 -0.2 0.3 0.3
C 2.864133 5.668397 -3.357271 0.2 1.5 -0.7
C 3.715911 5.200841 -2.211851 0.4 -0.4 0.0
N 3.457046 3.840743 -1.765389 0.9 -0.1 0.3
C 2.055871 3.583318 -1.526420 -0.4 0.4 -0.2
C 1.460076 4.579813 -0.519690 -1.2 -0.9 0.0
C 4.073792 2.795456 -2.577741 -0.4 0.5 -1.0
C 4.452625 1.588500 -1.793482 0.3 -0.7 0.2
H 3.374058 6.584985 -3.681902 -0.2 -0.1 -0.4
H 1.895869 6.033615 -3.051868 -0.5 -0.3 0.1
H 2.759317 5.013296 -4.234113 0.2 0.0 0.5
H 4.755941 5.329946 -2.541788 0.0 -0.6 0.3
H 3.623610 5.890094 -1.363374 -0.2 -0.1 -0.1
H 1.512810 3.547276 -2.505358 0.0 0.2 0.5
H 1.965411 2.585410 -1.130363 0.0 -0.4 0.3
H 1.228008 5.541122 -0.944145 0.2 0.5 -0.3
H 0.494079 4.249656 -0.071238 0.6 -0.2 -0.5
H 2.119070 4.687690 0.321209 0.5 0.2 0.3
H 4.941429 3.202274 -3.097965 0.2 0.1 0.2
H 3.414603 2.470931 -3.397458 -0.3 0.1 -0.1
H 5.227258 1.846527 -1.084541 0.2 -0.1 0.3
H 4.766867 0.743232 -2.419698 0.1 0.4 0.0
H 3.606067 1.196921 -1.249270 -0.3 -0.1 0.4
C -9.873175 4.146613 4.606013 -0.5 -0.1 0.0
C -8.731128 5.106093 4.348238 0.4 0.7 -0.1
N -7.461796 4.452923 4.460959 0.6 -0.7 0.1
C -6.476896 5.280302 5.143834 0.9 -0.9 -0.2
C -5.876873 6.408928 4.312601 -0.5 0.1 -0.5
C -7.067514 3.693153 3.263948 0.1 0.3 0.4
C -5.865943 2.804208 3.488738 0.0 -0.1 0.4
H -9.789625 3.788211 5.649187 -0.1 0.1 -0.5
H -9.813786 3.272600 3.935588 -0.1 0.3 0.3
H -10.859255 4.626223 4.458318 0.4 -0.2 0.1
H -8.759987 5.654401 3.385337 -0.6 -0.2 0.1
H -8.664751 5.879252 5.120899 -0.7 0.0 -0.1
H -6.907203 5.605518 6.103245 0.0 0.3 -0.5
H -5.667486 4.626827 5.466115 0.2 -0.1 0.0
H -5.369283 6.086835 3.398996 -0.1 -0.4 0.1
H -6.650215 7.089218 3.984640 -0.4 0.3 -0.1
H -5.160727 7.008191 4.829182 0.5 0.3 0.7
H -6.849872 4.336835 2.375380 -0.3 -0.2 0.4
H -7.885244 3.010442 3.024677 -0.2 0.4 -0.2
H -6.008200 2.153583 4.373557 0.0 0.3 -0.4
H -4.988059 3.426822 3.656065 0.3 -0.2 -0.1
H -5.734346 2.185029 2.592359 0.2 0.2 0.3
```
Positions in Å, forces in eV/Å.

Results
HOMO level: -7.849 eV
DFT total energy: -3727.75167 Eh
lowest unoccupied orbital energy: 0.0187 hartree
molecular weight: 1245.1 Da
strongest force on any atom: 3.02 eV/Å

Mulliken atomic charge list, values in e, 5 entries: N 0.825; C -0.720; C -0.036; C -1.550; C -0.402


[3]
Computed, not measured: a 2-piece molecular cluster, C2H4O2S2 overall in a non-equilibrium geometry, with ωB97M-V with the def2-TZVPD basis set.

```
10
Properties=species:S:1:pos:R:3:forces:R:3
C -1.861730 -0.392657 0.617164 -3.6 -3.9 2.9
C 1.767282 0.090804 -0.416286 -0.4 0.2 -0.3
O -3.136845 -1.527824 1.696258 3.5 3.0 -3.0
O -0.296565 1.723500 -0.329019 -0.4 1.0 0.5
S -0.991937 -1.168322 -0.478664 0.0 0.7 0.2
S 0.206670 0.670000 -1.186017 0.8 -1.3 -0.1
H -1.897144 0.632584 0.926041 0.2 0.5 -0.1
H 1.649987 0.053436 0.661328 -0.2 0.0 0.1
H 2.010833 -0.885337 -0.821266 0.1 -0.2 -0.1
H 2.549451 0.803818 -0.669539 -0.1 0.1 -0.1
```
Positions in Å, forces in eV/Å.

Results
HOMO level (spin up / spin down): -8.998 / -8.968 eV
DFT total energy: -1025.18904 Eh
energy above the lowest of the compared OMol25 structures with the same formula, charge and spin: 7.5214 eV
lowest unoccupied orbital energy (spin up / spin down): -0.0494 / -0.0484 hartree
molecular weight: 124.2 Da
strongest force on any atom: 6.10 eV/Å

Mulliken atomic charge list, values in e, 5 entries: C 0.062; C -0.849; O -0.534; O -0.497; S -0.047